Record 1
Molecular formula: C5H8O2
Method: DFT, ωB97M-V/def2-TZVPD

The geometry in XYZ format:
```
15
Properties=species:S:1:pos:R:3:nbo_charge:R:1
O 3.150 0.644 -0.740 -0.509
O -1.980 0.525 1.982 -0.716
C 0.132 -1.185 -1.757 -0.652
C -0.287 -0.175 0.501 -0.214
C -0.254 -0.074 -0.825 -0.160
C -0.743 0.923 1.412 -0.093
C 2.944 -0.124 0.070 0.509
H 0.010 1.093 2.199 0.163
H 0.638 -1.996 -1.224 0.214
H 0.789 -0.834 -2.561 0.216
H -2.231 1.185 2.638 0.467
H -0.013 -1.115 0.983 0.199
H -0.765 -1.600 -2.231 0.224
H -0.544 0.873 -1.285 0.192
H -0.845 1.859 0.840 0.159
```

F_max	1.17	eV/A
E_LUMO	0.98	eV
energy relative to the best compared isomer or geometry (same formula, charge and spin)	132.9	kJ/mol
HOMO level	-0.351	Eh
gap between HOMO and LUMO	10.52	eV

***

Record 2
Molecular formula: C20H20ClF6HgN4O4P
Method: DFT, ωB97M-V/def2-TZVPD

The geometry in XYZ format:
```
57
Properties=species:S:1:pos:R:3:nbo_charge:R:1
Hg 0.046 -0.208 0.028 1.800
Cl -1.561 3.035 -1.520 2.590
P 1.185 -2.767 1.822 2.603
F 2.128 -4.078 1.449 -0.557
F -0.059 -3.749 1.929 -0.578
F 0.956 -2.554 0.184 -0.623
F 1.302 -2.935 3.403 -0.547
F 2.372 -1.629 1.633 -0.591
F 0.169 -1.479 1.895 -0.635
O -0.546 2.012 -1.464 -0.994
O -2.780 2.349 -1.325 -0.853
O -1.176 3.990 -0.532 -0.843
O -1.514 3.580 -2.833 -0.827
N -1.523 0.610 1.575 -0.502
N 1.688 -0.389 -1.691 -0.513
N 1.629 1.168 1.087 -0.454
N -1.575 -1.451 -1.123 -0.525
C 3.279 3.047 2.427 -0.121
C -3.766 1.216 3.242 -0.103
C -2.143 -1.005 -2.276 0.044
C 1.478 -0.231 -3.097 0.063
C -1.685 1.821 2.233 0.065
C 4.033 -0.747 -2.273 -0.244
C 3.229 3.004 1.042 -0.221
C 2.437 2.195 3.106 -0.221
C -2.485 -0.325 1.881 0.045
C 2.970 -0.702 -1.376 0.049
C -3.474 -2.954 -2.639 -0.110
C -1.976 -2.698 -0.761 0.050
C 2.449 2.018 0.405 0.055
C 2.476 -0.224 -4.078 -0.246
C -2.918 -3.477 -1.483 -0.240
C -3.587 -0.040 2.664 -0.229
C 1.718 1.172 2.450 0.056
C 3.818 -0.475 -3.647 -0.093
C -2.789 2.165 3.021 -0.233
C -3.085 -1.677 -3.045 -0.227
H -1.037 2.625 1.918 0.242
H -4.658 1.443 3.807 0.242
H -2.477 -1.338 1.508 0.222
H -4.345 -0.797 2.801 0.242
H -2.905 3.137 3.479 0.253
H -3.479 -1.102 -3.870 0.253
H 4.673 -0.509 -4.307 0.243
H -1.919 -0.025 -2.671 0.245
H 2.410 2.338 4.176 0.245
H 3.771 3.655 0.372 0.254
H 0.473 0.007 -3.411 0.228
H 1.193 0.447 3.054 0.250
H -3.204 -4.458 -1.134 0.252
H 3.816 3.709 3.090 0.251
H -4.205 -3.497 -3.220 0.242
H -1.568 -3.191 0.109 0.249
H 5.011 -0.999 -1.890 0.248
H 2.344 1.963 -0.669 0.243
H 3.216 -0.993 -0.365 0.247
H 2.172 -0.001 -5.090 0.257
```

F_max	3.41	eV/A
E_LUMO (spin up / spin down)	-3.39 / -8.39	eV
HOMO level (spin up / spin down)	-0.444 / -0.441	Eh
gap between HOMO and LUMO (spin up / spin down)	8.69 / 3.61	eV
2S+1	2
net charge	+1

***

What is the formula in the second record?
C20H20ClF6HgN4O4P

***

Among the records above, which one has the lowest F_max?
C5H8O2